No. 1
{
  "formula": "C23H40NO4P4STi",
  "method": "ωB97M-V/def2-TZVPD",
  "species": ["Ti", "C", "P", "C", "C", "C", "P", "C", "C", "H", "H", "H", "H", "H", "H", "H", "H", "H", "H", "H", "H", "H", "H", "H", "H", "C", "C", "C", "C", "N", "C", "C", "C", "C", "C", "C", "C", "H", "H", "H", "H", "H", "H", "H", "H", "C", "P", "C", "C", "C", "P", "C", "C", "H", "H", "H", "H", "H", "H", "H", "H", "H", "H", "H", "H", "H", "H", "H", "H", "O", "S", "O", "O", "O"],
  "positions_angstrom": [[-0.5406, 0.4045, 0.0210], [3.3371, 0.4106, 1.0539], [2.0267, 1.0891, -0.0366], [2.8295, 0.9839, -1.7092], [2.2760, 2.8923, 0.3050], [1.8892, 3.3528, 1.7255], [0.2575, 2.5485, 2.3279], [0.7947, 1.4815, 3.7389], [-0.6121, 4.0088, 3.0362], [4.3052, 0.8457, 0.7853], [3.3934, -0.6749, 0.9635], [3.1346, 0.6619, 2.1149], [3.8259, 1.4649, -1.7080], [2.2225, 1.4471, -2.4891], [2.9476, -0.0877, -1.9780], [1.6343, 3.4234, -0.4328], [3.3167, 3.1757, 0.0636], [1.7572, 4.4432, 1.7016], [2.7037, 3.1608, 2.4289], [1.3713, 2.1178, 4.4332], [1.3852, 0.6333, 3.3659], [-0.1204, 1.0882, 4.2521], [0.0892, 4.6707, 3.5717], [-1.4018, 3.6609, 3.7368], [-1.0694, 4.6083, 2.2376], [0.0848, -2.0924, -3.6232], [-0.7680, -1.4482, -4.5384], [-1.1934, -0.1670, -4.1798], [-0.8263, 0.3890, -2.9280], [-0.0993, -0.3260, -1.9932], [0.4735, -1.4645, -2.4609], [-1.1709, 1.7554, -2.5146], [-1.5757, 2.7937, -3.4164], [-1.7336, 4.1030, -2.9878], [-1.5256, 4.4487, -1.6597], [-1.2159, 3.4216, -0.7644], [-0.9953, 2.0939, -1.1477], [0.4719, -3.1018, -3.8475], [-1.1263, -1.9091, -5.4558], [-1.8685, 0.4434, -4.8047], [1.2169, -1.9444, -1.8132], [-1.6996, 2.5695, -4.4728], [-2.0495, 4.8458, -3.7246], [-1.5507, 5.4951, -1.3436], [-1.0713, 3.6833, 0.2796], [2.7226, -3.3880, 0.2724], [1.2210, -2.5347, 1.0086], [1.5878, -2.3947, 2.8311], [0.0351, -3.9932, 1.0605], [-0.9285, -4.0422, -0.1427], [-2.0378, -2.4829, -0.2054], [-3.1059, -2.5357, -1.7296], [-3.3082, -2.9820, 0.9820], [2.4384, -3.8840, -0.6782], [3.0932, -4.1396, 0.9981], [3.4976, -2.6346, 0.0371], [1.7991, -3.3936, 3.2350], [0.6831, -2.0080, 3.3229], [2.4278, -1.7021, 3.0183], [-0.5762, -3.9076, 1.9785], [0.6140, -4.9148, 1.1995], [-1.5959, -4.9031, -0.0600], [-0.3992, -4.1268, -1.1154], [-3.7617, -3.3942, -1.6196], [-2.5292, -2.6406, -2.6586], [-3.7133, -1.6174, -1.7945], [-3.6573, -3.9918, 0.7321], [-4.1465, -2.2559, 0.9681], [-2.9204, -2.9600, 2.0116], [-3.0477, -0.7172, 2.8125], [-2.2482, 0.2958, 2.1243], [-2.4902, 1.6366, 2.6989], [-2.4958, 0.3555, 0.5576], [-0.6886, -0.1433, 2.0419]],
  "forces_ev_per_angstrom": [[0.402, -1.275, -0.516], [0.192, 0.091, 0.365], [0.225, 0.773, -0.303], [0.409, -0.557, 0.236], [-0.281, 0.368, -0.401], [-0.366, -0.121, 0.209], [0.351, 0.008, -1.417], [-0.483, 0.784, 0.653], [0.161, 0.099, 0.938], [-0.013, -0.066, 0.029], [0.013, 0.093, 0.019], [0.006, -0.140, -0.618], [-0.368, -0.213, 0.104], [-0.187, -0.017, 0.232], [-0.068, 0.605, 0.122], [0.248, -0.379, 0.378], [-0.244, -0.155, 0.136], [-0.059, -0.190, 0.094], [0.012, -0.080, 0.068], [-0.023, -0.464, 0.001], [-0.271, 0.354, 0.129], [0.835, 0.328, -0.505], [-0.200, -0.176, 0.002], [0.459, 0.212, -0.591], [0.047, -0.369, 0.134], [0.931, -0.526, 0.119], [-0.753, 0.346, -0.150], [0.008, 0.929, 1.175], [-0.790, 0.155, -1.715], [-0.084, 0.765, 1.000], [-0.088, -1.476, -0.153], [-0.272, 1.467, -0.263], [0.351, -0.974, 0.475], [-0.261, -0.033, -0.610], [0.124, -0.339, 0.271], [0.316, 0.424, -0.120], [0.079, 0.117, -0.492], [0.003, 0.672, 0.124], [0.191, -0.030, 0.203], [0.538, -0.495, 0.217], [-0.402, 0.127, -0.100], [-0.046, 0.036, 0.065], [0.221, -0.076, 0.221], [-0.214, -0.338, -0.005], [-0.084, -0.023, -0.046], [-0.164, -0.065, 0.446], [-0.444, 0.087, -0.192], [0.109, -0.260, -0.338], [-0.282, 0.495, 0.251], [-0.508, 0.268, -0.794], [1.095, 0.391, -0.216], [0.476, -0.392, -0.002], [-0.474, -0.044, 0.672], [0.060, 0.243, 0.555], [0.092, 0.273, -0.527], [-0.252, -0.474, 0.192], [0.180, 0.212, 0.087], [0.251, 0.033, -0.292], [-0.344, -0.375, -0.051], [0.275, 0.203, -0.267], [-0.070, -0.008, -0.261], [0.109, -0.240, 0.001], [-0.150, 0.106, 0.518], [-0.323, -0.164, -0.223], [-0.040, 0.141, 0.290], [0.371, -0.288, 0.229], [-0.169, 0.093, 0.057], [0.496, -0.436, -0.062], [-0.123, -0.036, -0.401], [0.961, 0.566, -0.796], [0.140, -0.235, -0.809], [1.017, -1.404, -0.540], [0.111, 0.311, 2.537], [-2.966, 0.759, 0.221]],
  "mulliken_spin": [1.0317, 0.0204, 0.0405, -0.0057, 0.0028, -0.0004, -0.0066, 0.0055, 0.0056, 0.0014, -0.0103, -0.0014, 0.0002, 0.0038, 0.0085, -0.0015, 0.0014, -0.0002, -0.0005, 0.0005, -0.0005, 0.0002, 0.0000, -0.0004, -0.0012, -0.1162, 0.3599, -0.1734, 0.4049, 0.1799, 0.2156, -0.0489, 0.0085, -0.0001, 0.0368, 0.0559, -0.0382, 0.0027, 0.0514, -0.0095, -0.0252, 0.0025, 0.0015, 0.0047, -0.0062, 0.0019, -0.0100, -0.0023, 0.0144, 0.0252, 0.0165, -0.0080, 0.0037, -0.0003, 0.0002, 0.0015, 0.0000, -0.0001, -0.0001, 0.0004, -0.0009, 0.0020, -0.0226, 0.0005, 0.0072, 0.0005, 0.0006, 0.0002, -0.0003, -0.0006, -0.0008, 0.0004, -0.0280, -0.0017],
  "multiplicity": 3,
  "relative_energy_kcal_mol": 0.00,
  "total_energy_ev": -105288.8350,
  "total_charge": -1,
  "orbital_gap_ev": [4.39, 7.41],
  "fmax_ha_per_bohr": 0.05970
}



No. 2
{
  "formula": "C23H41AgAs3F3N3",
  "method": "ωB97M-V/def2-TZVPD",
  "species": ["Ag", "C", "As", "C", "C", "C", "C", "C", "As", "C", "C", "C", "As", "C", "C", "H", "H", "H", "H", "H", "H", "H", "H", "H", "H", "H", "H", "H", "H", "H", "H", "H", "H", "H", "H", "H", "H", "H", "H", "H", "H", "H", "N", "C", "N", "C", "C", "C", "C", "C", "H", "H", "H", "H", "H", "H", "H", "H", "H", "H", "F", "C", "F", "F", "C", "C", "C", "N", "C", "C", "H", "H", "H", "H"],
  "positions_angstrom": [[-0.5687, -0.4317, -0.9806], [4.0395, 0.0023, -1.5605], [2.2498, -0.6815, -1.0921], [1.9550, -1.8577, -2.6259], [2.7484, -2.1117, 0.1581], [2.7353, -1.8071, 1.6618], [3.3127, -3.0041, 2.3910], [1.3021, -1.7056, 2.2118], [-0.0756, -0.4697, 1.5625], [-1.4507, -0.8696, 2.9109], [0.5597, 1.2765, 2.1362], [3.4972, -0.5198, 2.0340], [5.4712, -0.2472, 1.9433], [6.2339, -1.6970, 0.8874], [5.9361, -0.9826, 3.7218], [4.4803, 0.4967, -0.7029], [3.9636, 0.7195, -2.3744], [4.6845, -0.8164, -1.8748], [2.7971, -2.5549, -2.7367], [1.8555, -1.2732, -3.5342], [1.0311, -2.4072, -2.4963], [3.7212, -2.5142, -0.1188], [2.0296, -2.8945, -0.0232], [2.7402, -3.8875, 2.1531], [3.2660, -2.8443, 3.4720], [4.3377, -3.1904, 2.0784], [1.3688, -1.5150, 3.2789], [0.7836, -2.6605, 2.0831], [-1.0947, -0.6701, 3.9087], [-1.7338, -1.9137, 2.8281], [-2.3405, -0.2821, 2.7113], [1.0225, 1.1989, 3.1229], [-0.2841, 1.9597, 2.2064], [1.2643, 1.6743, 1.4114], [3.3004, -0.3402, 3.0928], [3.0561, 0.2989, 1.4735], [5.9368, -1.6323, -0.1476], [6.0397, -2.7048, 1.2694], [7.3140, -1.5338, 0.8946], [5.4955, -0.3698, 4.5096], [7.0277, -0.9289, 3.8308], [5.6063, -2.0132, 3.8266], [-2.6546, -0.7960, -1.8217], [-3.7661, -0.6905, -1.5212], [-5.0029, -0.5772, -1.1439], [-5.8322, -1.7646, -0.9444], [-6.7790, -1.9986, -2.1146], [-7.6015, -0.7542, -2.4016], [-6.6943, 0.4764, -2.6341], [-5.7247, 0.6504, -1.4738], [-6.4153, -1.6424, -0.0440], [-5.1666, -2.6228, -0.8179], [-7.4156, -2.8521, -1.8468], [-6.2136, -2.2576, -3.0025], [-8.2509, -0.5181, -1.5379], [-8.2480, -0.9014, -3.2672], [-7.2849, 1.3897, -2.7273], [-6.1529, 0.3444, -3.5587], [-6.2932, 0.9385, -0.5742], [-4.9836, 1.4128, -1.6833], [0.7268, 6.7733, -1.5898], [-0.3284, 6.2386, -1.0145], [-0.3200, 6.6093, 0.2834], [-1.4243, 6.7786, -1.5677], [-0.3477, 4.7379, -1.1444], [-1.3792, 4.0204, -0.5629], [-1.3716, 2.6428, -0.6961], [-0.4215, 1.9991, -1.3732], [0.5759, 2.6900, -1.9221], [0.6526, 4.0780, -1.8293], [-2.1574, 4.5181, -0.0067], [-2.1564, 2.0353, -0.2414], [1.3369, 2.1255, -2.4354], [1.4791, 4.6219, -2.2874]],
  "forces_ev_per_angstrom": [[-0.060, 0.267, 0.242], [-0.319, -0.124, -0.112], [0.382, -0.010, -0.209], [0.567, -0.122, -0.087], [0.127, 0.279, 0.347], [-0.098, 0.372, -0.125], [0.375, -0.023, 0.152], [-0.445, 0.099, -0.146], [-0.179, -0.064, -0.056], [0.189, 0.034, -0.471], [-0.136, -0.029, 0.285], [-0.068, -0.526, -0.100], [0.002, 0.175, 0.407], [0.279, -0.414, 0.112], [0.235, 0.199, -0.233], [0.060, 0.121, 0.158], [-0.044, 0.045, -0.033], [-0.033, -0.069, -0.020], [-0.273, 0.113, -0.012], [0.058, 0.139, -0.120], [-0.162, -0.229, 0.109], [0.121, 0.078, -0.171], [-0.355, -0.448, -0.150], [-0.226, -0.401, -0.019], [0.157, -0.097, -0.060], [0.010, -0.002, 0.202], [-0.054, -0.022, 0.273], [0.163, -0.146, 0.066], [0.142, 0.083, 0.351], [0.070, -0.179, -0.020], [-0.046, 0.192, -0.026], [0.046, 0.042, -0.139], [-0.086, 0.022, -0.031], [0.080, -0.005, -0.021], [-0.025, 0.233, 0.055], [-0.004, 0.289, -0.025], [-0.198, -0.003, -0.286], [0.053, 0.248, -0.097], [-0.037, -0.011, 0.112], [-0.028, -0.019, -0.089], [-0.287, -0.075, -0.035], [0.026, -0.045, 0.034], [0.469, 0.020, -0.088], [0.377, -0.240, -0.048], [-0.583, 0.094, -0.015], [0.233, -0.727, -0.454], [-0.141, -0.010, 0.282], [-0.194, 0.794, 0.340], [-0.282, -0.519, 0.288], [-0.477, 0.382, 0.286], [-0.078, 0.185, 0.451], [-0.097, 0.125, 0.109], [0.073, 0.179, -0.205], [0.201, -0.197, -0.209], [0.103, -0.227, -0.277], [-0.009, -0.027, 0.067], [-0.023, -0.073, -0.013], [0.318, -0.010, -0.380], [0.223, 0.001, -0.196], [0.036, 0.240, 0.023], [0.640, 0.337, -0.374], [-0.519, -0.059, 0.533], [-0.030, -0.124, -0.113], [-0.095, -0.008, -0.045], [0.062, 0.040, 0.001], [-0.008, -0.186, 0.060], [-0.065, 0.301, -0.050], [0.073, -0.363, 0.014], [-0.407, 0.434, 0.320], [0.306, -0.190, -0.250], [-0.098, 0.059, 0.043], [0.185, 0.106, -0.151], [0.098, -0.121, -0.107], [-0.271, -0.181, 0.145]],
  "mulliken_charge": [-0.1695, -1.1802, 0.9697, -1.3471, -1.8845, 2.8246, -1.9681, -2.1679, 0.9649, -1.2513, -1.2305, -1.6746, 0.3502, -0.9577, -1.1444, 0.2891, 0.4702, 0.3218, 0.4102, 0.3773, 0.4279, 0.6633, 0.4642, 0.4903, 0.4240, 0.2870, 0.5872, 0.4492, 0.4023, 0.3953, 0.3885, 0.4589, 0.4537, 0.2654, 0.5986, 0.0540, 0.1445, 0.3156, 0.4297, 0.3371, 0.4112, 0.3275, -0.5996, 0.7445, 0.0100, -0.7683, -0.5450, -0.6465, -0.6540, -0.6694, 0.3004, 0.4386, 0.3251, 0.3079, 0.3033, 0.3242, 0.3523, 0.3265, 0.2619, 0.4157, -0.2705, 0.7224, -0.2483, -0.2444, 0.5600, -1.0455, -0.1272, -0.0731, -0.6154, -0.4938, 0.4197, 0.4867, 0.4414, 0.4832],
  "total_energy_ev": -223648.5593,
  "total_charge": 1,
  "orbital_gap_ev": 8.35,
  "fmax_ha_per_bohr": 0.01728
}